# 1
Formula: C18H23FN8O5Zn
Source: OMol25
Level of theory: the ωB97M-V functional and the def2-TZVPD basis

Summary:
Highest occupied orbital energy ... -13.555 eV
Total charge ... +2

Positions of all 56 atoms, in Å:
1 Zn -0.89891 4.21942 1.17194
2 F 3.02256 -1.31859 0.63458
3 C 1.72659 -1.14450 0.30826
4 C 1.12879 0.04198 0.60484
5 C -0.23217 0.23090 0.33218
6 C -0.87695 1.49054 0.66898
7 O -0.14479 2.41536 1.16060
8 C -2.27243 1.57031 0.44173
9 C -2.89915 0.49529 -0.14473
10 N -2.29890 -0.63260 -0.53189
11 C -3.08543 -1.69021 -1.14931
12 C -4.07504 -1.31759 -2.20481
13 C -2.82079 -2.04496 -2.58269
14 C -0.94854 -0.81434 -0.26080
15 C -0.30414 -2.01661 -0.57958
16 C 1.03392 -2.20474 -0.30265
17 N 1.64333 -3.43646 -0.65285
18 C 1.14141 -4.62166 0.02807
19 C 1.43743 -5.86247 -0.78958
20 N 2.92288 -5.94351 -1.02909
21 C 3.41800 -4.69752 -1.71940
22 C 3.08178 -3.49589 -0.85860
23 C -3.23245 2.70725 0.80016
24 O -4.41333 2.45905 0.78964
25 O -2.72943 3.86964 1.10204
26 H 1.69747 0.83238 1.07449
27 H -3.96605 0.55734 -0.31311
28 H -3.34933 -2.48139 -0.45942
29 H -4.14050 -0.27523 -2.48501
30 H -5.01645 -1.84633 -2.21188
31 H -2.05946 -1.48589 -3.10989
32 H -2.89329 -3.08983 -2.85216
33 H -0.85303 -2.79791 -1.08368
34 H 0.06374 -4.55817 0.15986
35 H 1.58348 -4.72441 1.03250
36 H 0.97169 -5.80879 -1.77176
37 H 1.12375 -6.77132 -0.28105
38 H 3.15953 -6.77803 -1.56839
39 H 3.40036 -6.03226 -0.12751
40 H 2.91247 -4.65466 -2.68209
41 H 4.49057 -4.79828 -1.86964
42 H 3.42307 -2.60855 -1.38737
43 H 3.64281 -3.54988 0.08476
44 N -0.57563 5.11490 3.34489
45 N 0.21492 6.26129 3.19741
46 C 0.66661 6.62167 1.97533
47 N 1.41842 7.69956 1.87362
48 N 0.28707 5.80924 0.97933
49 N 0.68123 6.03177 -0.33460
50 O 0.21052 5.21592 -1.08714
51 O 1.36009 6.98269 -0.65252
52 H -1.47720 5.36267 3.74279
53 H -0.10575 4.44393 3.94483
54 H 0.44245 6.82010 4.00598
55 H 1.62788 8.27489 2.67253
56 H 1.73430 7.97448 0.95189

=====

# 2
Formula: C4F6MoN2S3Sb
Source: OMol25
Level of theory: the ωB97M-V functional and the def2-TZVPD basis

Summary:
Multiplicity ... 2
Highest occupied orbital energy (spin up / spin down) ... -17.940 / -18.678 eV
Total charge ... +2
Relative energy (zero: lowest compared OMol25 entry of this formula, charge and spin) ... 1.9 kcal per mole

Positions of all 17 atoms, in Å:
1 Mo -1.39079 -0.17409 0.65644
2 S 0.34179 1.31385 -0.04688
3 C 1.05012 0.55287 1.29882
4 S 0.18509 -0.59209 2.29416
5 C 2.38826 0.89846 1.69199
6 C 2.95666 0.28750 2.82171
7 N 3.39277 -0.26952 3.73559
8 C 3.09463 1.84441 0.92658
9 N 3.60087 2.65105 0.27304
10 F -2.47142 -1.57234 0.19675
11 Sb -1.80044 -1.08817 -2.67429
12 F -0.44902 -1.30542 -1.31187
13 F -2.14572 0.37366 -1.38190
14 F -1.98264 -2.90758 -2.70689
15 F -3.43603 -0.70070 -3.39691
16 F -0.65288 -0.39890 -3.91260
17 S -2.68125 1.08703 1.53627

=====

# 3
Formula: C6H21NO6
Source: OMol25
Level of theory: the ωB97M-V functional and the def2-TZVPD basis

Summary:
Highest occupied orbital energy ... -10.026 eV
Total charge ... 0
Relative energy (zero: lowest compared OMol25 entry of this formula, charge and spin) ... 24.8 kcal per mole
SMILES ... C=CCCC(=O)NC.O.O.O.O.O

Positions of all 34 atoms, in Å:
1 C 2.47564 1.23794 0.85224
2 C 1.27910 0.82324 0.39912
3 C 1.12864 -0.01415 -0.83477
4 C 0.24365 -1.23904 -0.55375
5 C -1.07486 -0.83809 0.05742
6 O -1.23043 -0.90141 1.29588
7 N -2.13264 -0.42209 -0.67690
8 C -2.04640 -0.16315 -2.10181
9 H 3.39104 0.89330 0.38497
10 H 2.61535 1.85045 1.75464
11 H 0.36256 1.16392 0.89352
12 H 2.13956 -0.32923 -1.24981
13 H 0.68017 0.62054 -1.62421
14 H 0.03806 -1.84102 -1.53306
15 H 0.77181 -1.90074 0.12439
16 H -2.96244 -0.11202 -0.23295
17 H -1.62893 -1.02950 -2.65592
18 H -1.40536 0.76714 -2.37862
19 H -3.05277 -0.04176 -2.54127
20 O 2.22025 -3.24457 1.30768
21 H 2.17741 -4.00317 1.84151
22 H 1.78924 -2.56463 1.92050
23 O 1.59485 3.60111 -1.38293
24 H 2.54055 3.64748 -1.66623
25 H 1.61400 2.96501 -0.60630
26 O -3.75966 -0.26223 1.90836
27 H -3.91722 -0.36063 2.80972
28 H -2.82784 -0.53191 1.83126
29 O 0.04530 2.26221 -3.11846
30 H 0.50640 2.79687 -2.45744
31 H -0.30124 2.86698 -3.71140
32 O 0.97478 -1.32701 2.75305
33 H 1.46072 -0.60362 2.48784
34 H 0.14213 -1.16411 2.32778

=====

Q: Look up the total charge of the second one.
A: +2